This record from OMol25 describes a cluster of 15 separate species, C56H146N15O22 in total. The level of theory is wB97M-V/def2-TZVPD.

Last columns: bonded neighbours and bond lengths (Å).
Geometry (Å):
1 O -5.210 5.212 25.740  C48 1.402, C60 1.353
2 O -14.586 -4.294 26.458  N32 1.248
3 O -17.438 -7.563 16.677  C46 1.492, H165 0.960
4 O -20.783 9.564 17.021  C57 1.431, C82 1.401
5 O -5.496 -2.158 21.700  N37 1.161
6 O -11.139 -2.752 13.100  N23 1.197
7 O -14.760 9.240 22.248  C39 1.462, C69 1.362
8 O -19.324 3.325 18.888  N26 1.241
9 O -18.919 2.912 20.956  N26 1.230
10 O -19.556 -0.594 16.208  C84 1.431, H236 0.960
11 O -12.686 -4.143 13.327  N23 1.212
12 O -13.877 -3.729 28.435  N32 1.220
13 O -19.366 -1.130 29.560  C49 1.296, H97 0.960
14 O -17.807 -2.149 9.521  C64 1.399, H194 0.960
15 O -19.478 4.872 20.458  N26 1.258
16 O -6.385 -0.547 20.852  N37 1.234
17 O -11.996 7.140 13.295  N35 1.145
18 O -13.083 6.590 15.065  N35 1.255
19 O -6.874 -1.275 22.843  N37 1.186
20 O -11.984 -3.198 15.027  N23 1.238
21 O -12.850 -3.229 26.691  N32 1.175
22 O -13.482 5.908 13.061  N35 1.214
23 N -11.882 -3.372 13.805  O6 1.197, O11 1.212, O20 1.238
24 N -16.035 9.994 24.720  C93 1.526, H132 1.010, H151 1.010, H154 1.010
25 N -12.895 1.463 21.520  C50 1.516, C52 1.597, C74 1.528, C87 1.578
26 N -19.238 3.700 20.067  O8 1.241, O9 1.230, O15 1.258
27 N -6.405 3.543 15.843  C42 1.567, C72 1.598, C77 1.560, C92 1.627
28 N -16.273 -7.330 19.477  C41 1.528, C56 1.604, C61 1.571, C79 1.541
29 N -4.671 8.090 25.693  C63 1.433, H172 1.010, H213 1.010, H239 1.010
30 N -11.331 0.508 33.620  C47 1.600, C62 1.551, C65 1.593, C76 1.585
31 N -15.019 0.110 8.712  C51 1.542, C53 1.609, C66 1.607, C85 1.596
32 N -13.765 -3.743 27.220  O2 1.248, O12 1.220, O21 1.175
33 N -21.474 7.706 14.684  C73 1.516, H106 1.010, H137 1.010, H219 1.010
34 N -20.508 -2.915 27.246  C38 1.500, C43 1.549, C55 1.542, C80 1.543
35 N -12.799 6.536 13.844  O17 1.145, O18 1.255, O22 1.214
36 N -21.827 -0.586 14.224  C44 1.579, C54 1.499, C58 1.553, C89 1.536
37 N -6.271 -1.302 21.822  O5 1.161, O16 1.234, O19 1.186
38 C -19.614 -3.956 27.852  N34 1.500, H102 1.090, H141 1.090, H156 1.090
39 C -16.156 9.673 22.229  O7 1.462, C93 1.490, H183 1.090, H210 1.090
40 C -12.511 1.230 31.676  C65 1.493, C83 1.543, H136 1.090, H192 1.090
41 C -16.765 -8.777 19.474  N28 1.528, H114 1.090, H146 1.090, H178 1.090
42 C -5.327 4.498 15.226  N27 1.567, C88 1.609, H138 1.090, H193 1.090
43 C -21.234 -2.018 28.281  N34 1.549, C49 1.537, H111 1.090, H186 1.090
44 C -21.954 -0.272 15.766  N36 1.579, C84 1.495, H189 1.090, H228 1.090
45 C -8.907 2.856 12.962  C70 1.561, H150 1.090, H164 1.090, H188 1.090
46 C -16.708 -6.326 17.084  O3 1.492, C56 1.491, H112 1.090, H124 1.090
47 C -10.702 -0.820 34.256  N30 1.600, C71 1.591, H162 1.090, H199 1.090
48 C -6.160 6.155 26.157  O1 1.402, C63 1.551, H203 1.090, H221 1.090
49 C -20.515 -1.727 29.608  O13 1.296, C43 1.537, H123 1.090, H191 1.090
50 C -11.564 1.636 22.226  N25 1.516, C68 1.559, H190 1.090, H197 1.090
51 C -15.087 0.744 10.116  N31 1.542, H107 1.090, H110 1.090, H140 1.090
52 C -13.718 0.264 22.178  N25 1.597, H117 1.090, H216 1.090, H227 1.090
53 C -16.316 -0.792 8.409  N31 1.609, C64 1.518, H202 1.090, H215 1.090
54 C -22.021 -2.031 13.874  N36 1.499, H143 1.090, H179 1.090, H212 1.090
55 C -21.536 -3.663 26.373  N34 1.542, H152 1.090, H195 1.090, H222 1.090
56 C -15.700 -6.694 18.121  N28 1.604, C46 1.491, H122 1.090, H208 1.090
57 C -19.875 8.612 16.457  O4 1.431, C73 1.556, H171 1.090, H231 1.090
58 C -23.012 0.204 13.604  N36 1.553, H108 1.090, H134 1.090, H207 1.090
59 C -8.560 -1.722 35.440  C71 1.500, H113 1.090, H125 1.090, H159 1.090
60 C -5.583 4.383 24.737  O1 1.353, H135 1.090, H166 1.090, H174 1.090
61 C -17.416 -6.338 19.896  N28 1.571, H133 1.090, H177 1.090, H217 1.090
62 C -11.552 1.562 34.736  N30 1.551, H119 1.090, H173 1.090, H187 1.090
63 C -5.393 7.385 26.711  N29 1.433, C48 1.551, C75 1.558, H129 1.090
64 C -16.445 -1.829 9.511  O14 1.399, C53 1.518, H139 1.090, H220 1.090
65 C -12.590 0.156 32.711  N30 1.593, C40 1.493, H157 1.090, H224 1.090
66 C -13.623 -0.655 8.494  N31 1.607, H99 1.090, H223 1.090, H233 1.090
67 C -13.940 0.989 19.206  C74 1.601, C78 1.486, H130 1.090, H144 1.090
68 C -11.859 2.757 23.269  C50 1.559, C91 1.504, H184 1.090, H230 1.090
69 C -14.274 9.229 20.977  O7 1.362, H94 1.090, H148 1.090, H209 1.090
70 C -7.544 3.027 13.703  C45 1.561, C77 1.507, H160 1.090, H168 1.090
71 C -9.330 -0.512 35.001  C47 1.591, C59 1.500, H232 1.090, H237 1.090
72 C -5.701 2.122 16.036  N27 1.598, H145 1.090, H200 1.090, H205 1.090
73 C -20.349 7.374 15.644  N33 1.516, C57 1.556, C86 1.580, H161 1.090
74 C -12.592 1.181 20.048  N25 1.528, C67 1.601, H196 1.090, H238 1.090
75 C -6.343 8.319 27.518  C63 1.558, H153 1.090, H181 1.090, H206 1.090
76 C -10.283 1.128 32.606  N30 1.585, C83 1.537, H120 1.090, H155 1.090
77 C -7.749 3.651 15.059  N27 1.560, C70 1.507, H96 1.090, H127 1.090
78 C -13.783 1.256 17.753  C67 1.486, H121 1.090, H175 1.090, H182 1.090
79 C -15.070 -7.197 20.430  N28 1.541, H100 1.090, H142 1.090, H201 1.090
80 C -19.602 -1.984 26.413  N34 1.543, H105 1.090, H128 1.090, H167 1.090
81 C -5.274 4.809 17.647  C88 1.547, C92 1.503, H104 1.090, H229 1.090
82 C -21.747 8.985 17.856  O4 1.401, H185 1.090, H225 1.090, H235 1.090
83 C -11.024 1.271 31.268  C40 1.543, C76 1.537, H103 1.090, H176 1.090
84 C -20.892 -0.982 16.542  O10 1.431, C44 1.495, H126 1.090, H218 1.090
85 C -14.897 1.225 7.576  N31 1.596, H198 1.090, H214 1.090, H226 1.090
86 C -19.092 6.711 14.952  C73 1.580, H98 1.090, H131 1.090, H147 1.090
87 C -13.607 2.865 21.659  N25 1.578, C91 1.483, H109 1.090, H115 1.090
88 C -4.339 4.930 16.420  C42 1.609, C81 1.547, H170 1.090, H234 1.090
89 C -20.554 -0.097 13.518  N36 1.536, H118 1.090, H149 1.090, H180 1.090
90 C -18.250 10.551 23.626  C93 1.592, H163 1.090, H204 1.090, H211 1.090
91 C -12.820 3.701 22.598  C68 1.504, C87 1.483, H95 1.090, H116 1.090
92 C -6.638 4.313 17.257  N27 1.627, C81 1.503, H101 1.090, H169 1.090
93 C -16.915 9.690 23.511  N24 1.526, C39 1.490, C90 1.592, H158 1.090
94 H -13.207 9.006 21.002  C69 1.090
95 H -12.351 4.403 21.908  C91 1.090
96 H -8.491 3.238 15.743  C77 1.090
97 H -18.894 -1.555 30.280  O13 0.960
98 H -18.226 6.606 15.604  C86 1.090
99 H -12.889 0.150 8.477  C66 1.090
100 H -15.266 -7.489 21.461  C79 1.090
101 H -7.378 5.107 17.350  C92 1.090
102 H -18.769 -3.338 28.155  C38 1.090
103 H -10.840 2.264 30.859  C83 1.090
104 H -5.666 5.791 17.913  C81 1.090
105 H -20.134 -1.231 25.832  C80 1.090
106 H -22.112 6.936 14.537  N33 1.010
107 H -14.654 0.083 10.866  C51 1.090
108 H -23.954 -0.263 13.889  C58 1.090
109 H -13.700 3.389 20.708  C87 1.090
110 H -14.445 1.622 10.046  C51 1.090
111 H -21.485 -1.067 27.812  C43 1.090
112 H -16.273 -5.998 16.140  C46 1.090
113 H -7.840 -1.469 36.219  C59 1.090
114 H -17.524 -8.726 18.694  C41 1.090
115 H -14.582 2.675 22.107  C87 1.090
116 H -13.313 4.432 23.238  C91 1.090
117 H -13.098 -0.629 22.270  C52 1.090
118 H -20.568 -0.109 12.429  C89 1.090
119 H -11.797 2.511 34.258  C62 1.090
120 H -10.016 2.145 32.894  C76 1.090
121 H -14.046 2.253 17.401  C78 1.090
122 H -14.957 -7.279 17.578  C56 1.090
123 H -20.463 -2.625 30.223  C49 1.090
124 H -17.490 -5.598 17.296  C46 1.090
125 H -9.224 -2.376 36.005  C59 1.090
126 H -21.112 -2.043 16.660  C84 1.090
127 H -8.068 4.684 14.920  C77 1.090
128 H -18.914 -2.532 25.768  C80 1.090
129 H -4.557 7.080 27.341  C63 1.090
130 H -14.395 0.002 19.291  C67 1.090
131 H -18.948 7.286 14.036  C86 1.090
132 H -15.905 10.983 24.876  N24 1.010
133 H -18.212 -6.463 19.162  C61 1.090
134 H -22.950 1.277 13.787  C58 1.090
135 H -4.819 3.616 24.607  C60 1.090
136 H -13.119 2.055 32.047  C40 1.090
137 H -22.021 8.441 15.108  N33 1.010
138 H -4.899 3.901 14.421  C42 1.090
139 H -16.043 -2.703 8.999  C64 1.090
140 H -16.096 1.011 10.433  C51 1.090
141 H -19.327 -4.673 27.082  C38 1.090
142 H -14.640 -6.222 20.663  C79 1.090
143 H -22.360 -1.973 12.839  C54 1.090
144 H -14.618 1.751 19.588  C67 1.090
145 H -6.575 1.614 16.446  C72 1.090
146 H -15.927 -9.366 19.100  C41 1.090
147 H -19.301 5.735 14.515  C86 1.090
148 H -14.695 8.436 20.358  C69 1.090
149 H -19.833 -0.833 13.872  C89 1.090
150 H -9.336 3.820 12.690  C45 1.090
151 H -16.542 9.739 25.556  N24 1.010
152 H -21.022 -4.210 25.582  C55 1.090
153 H -5.969 9.148 28.120  C75 1.090
154 H -15.077 9.679 24.657  N24 1.010
155 H -9.395 0.607 32.247  C76 1.090
156 H -20.090 -4.467 28.689  C38 1.090
157 H -13.397 0.250 33.437  C65 1.090
158 H -17.209 8.665 23.737  C93 1.090
159 H -8.195 -2.254 34.562  C59 1.090
160 H -7.133 2.019 13.761  C70 1.090
161 H -20.661 6.709 16.449  C73 1.090
162 H -11.460 -1.167 34.957  C47 1.090
163 H -18.062 11.605 23.425  C90 1.090
164 H -9.606 2.205 13.486  C45 1.090
165 H -17.013 -7.842 15.863  O3 0.960
166 H -6.465 3.905 25.161  C60 1.090
167 H -19.024 -1.343 27.079  C80 1.090
168 H -6.773 3.631 13.225  C70 1.090
169 H -6.789 3.632 18.095  C92 1.090
170 H -3.536 4.223 16.630  C88 1.090
171 H -19.165 8.357 17.243  C57 1.090
172 H -4.106 8.770 26.182  N29 1.010
173 H -10.618 1.844 35.223  C62 1.090
174 H -5.884 4.757 23.758  C60 1.090
175 H -14.442 0.556 17.240  C78 1.090
176 H -10.824 0.424 30.610  C83 1.090
177 H -17.758 -6.627 20.890  C61 1.090
178 H -17.088 -8.963 20.498  C41 1.090
179 H -21.275 -2.751 14.209  C54 1.090
180 H -20.350 0.838 14.040  C89 1.090
181 H -7.083 8.759 26.850  C75 1.090
182 H -12.770 1.067 17.397  C78 1.090
183 H -16.301 10.611 21.693  C39 1.090
184 H -10.932 3.176 23.659  C68 1.090
185 H -22.443 9.718 18.263  C82 1.090
186 H -22.225 -2.391 28.540  C43 1.090
187 H -12.247 1.265 35.522  C62 1.090
188 H -8.671 2.553 11.942  C45 1.090
189 H -22.940 -0.417 16.209  C44 1.090
190 H -10.777 1.812 21.493  C50 1.090
191 H -21.187 -1.090 30.182  C49 1.090
192 H -12.931 0.899 30.726  C40 1.090
193 H -5.694 5.399 14.735  C42 1.090
194 H -17.914 -2.977 9.996  O14 0.960
195 H -22.047 -4.338 27.058  C55 1.090
196 H -12.084 2.086 19.715  C74 1.090
197 H -11.281 0.636 22.555  C50 1.090
198 H -13.955 1.714 7.824  C85 1.090
199 H -10.509 -1.556 33.475  C47 1.090
200 H -5.013 2.250 16.872  C72 1.090
201 H -14.317 -7.787 19.908  C79 1.090
202 H -17.242 -0.217 8.415  C53 1.090
203 H -6.840 6.545 25.400  C48 1.090
204 H -19.036 10.235 22.940  C90 1.090
205 H -5.260 1.670 15.148  C72 1.090
206 H -6.995 7.710 28.144  C75 1.090
207 H -22.950 0.174 12.516  C58 1.090
208 H -15.347 -5.729 18.482  C56 1.090
209 H -14.283 10.250 20.596  C69 1.090
210 H -16.721 8.976 21.611  C39 1.090
211 H -18.673 10.467 24.627  C90 1.090
212 H -22.856 -2.342 14.502  C54 1.090
213 H -5.333 8.514 25.059  N29 1.010
214 H -15.803 1.808 7.744  C85 1.090
215 H -16.289 -1.210 7.402  C53 1.090
216 H -13.889 0.552 23.215  C52 1.090
217 H -16.979 -5.343 19.979  C61 1.090
218 H -21.094 -0.605 17.544  C84 1.090
219 H -21.275 7.993 13.736  N33 1.010
220 H -16.198 -1.608 10.549  C64 1.090
221 H -6.846 5.606 26.802  C48 1.090
222 H -22.281 -2.913 26.107  C55 1.090
223 H -13.621 -1.062 7.483  C66 1.090
224 H -12.458 -0.856 32.329  C65 1.090
225 H -22.339 8.271 17.284  C82 1.090
226 H -15.079 0.675 6.653  C85 1.090
227 H -14.690 0.206 21.688  C52 1.090
228 H -21.751 0.799 15.742  C44 1.090
229 H -4.890 4.287 18.523  C81 1.090
230 H -12.490 2.428 24.094  C68 1.090
231 H -19.160 9.067 15.772  C57 1.090
232 H -8.811 0.193 34.351  C71 1.090
233 H -13.403 -1.338 9.315  C66 1.090
234 H -3.946 5.933 16.253  C88 1.090
235 H -21.357 8.628 18.810  C82 1.090
236 H -19.506 0.258 16.647  O10 0.960
237 H -9.448 0.163 35.849  C71 1.090
238 H -11.966 0.289 20.006  C74 1.090
239 H -4.134 7.432 25.147  N29 1.010

Total energy, a.u.: -4694.80171
2S+1: 1
E_LUMO, Eh: -0.2729
Total charge: +5